C18H23N3O3 | the ωB97M-V functional and the def2-TZVPD basis

Summary:
ΔE to the lowest compared entry with this formula, charge and spin: 2.414 eV
Maximum force: 0.023 Eh/bohr
SMILES string: CCCCOCCCn1cnc2c([nH]c3cc(OC)ccc32)c1=O
DFT total energy: -1089.7134 a.u.
Gap between HOMO and LUMO: 8.6 eV

CARTESIAN COORDINATES (ANGSTROEM)
C1 -2.06038 3.36574 -3.84605
C2 -1.45775 4.52414 -4.63143
C3 0.06015 4.62577 -4.47489
C4 0.50603 5.07033 -3.07653
O1 0.30402 4.12710 -2.04708
C5 1.23424 3.07150 -2.02095
C6 0.85942 2.13877 -0.87460
C7 1.89385 1.02723 -0.70373
N1 1.49807 0.09210 0.33110
C8 1.68101 0.41194 1.64157
N2 1.35313 -0.30263 2.65625
C9 0.76312 -1.49134 2.36531
C10 0.53402 -1.90800 1.05219
N3 -0.06349 -3.13958 1.06102
C11 -0.22692 -3.53554 2.35701
C12 -0.78218 -4.71244 2.84940
C13 -0.82735 -4.87045 4.22384
O2 -1.33528 -5.96100 4.85897
C14 -1.84982 -7.01471 4.08277
C15 -0.32795 -3.86897 5.08314
C16 0.21938 -2.71047 4.59774
C17 0.27860 -2.52750 3.21513
C18 0.89415 -1.10864 -0.07744
O3 0.73466 -1.37870 -1.25687
H1 -1.64205 2.41900 -4.18215
H2 -1.85131 3.47938 -2.78644
H3 -3.13836 3.33336 -3.98863
H4 -1.68934 4.39852 -5.69245
H5 -1.91226 5.46143 -4.30239
H6 0.44342 5.36271 -5.18430
H7 0.51524 3.66418 -4.71951
H8 -0.07545 5.94515 -2.77184
H9 1.57021 5.35293 -3.10929
H10 2.25097 3.47382 -1.87120
H11 1.22870 2.51166 -2.96638
H12 -0.11667 1.69903 -1.08436
H13 0.77556 2.72453 0.04266
H14 2.87103 1.44797 -0.45179
H15 1.97391 0.45195 -1.63031
H16 2.15847 1.36404 1.82907
H17 -0.32674 -3.64838 0.23370
H18 -1.15614 -5.45932 2.16763
H19 -2.69542 -6.68663 3.46944
H20 -1.08031 -7.45133 3.43766
H21 -2.19145 -7.76569 4.79322
H22 -0.39467 -4.05431 6.14321
H23 0.59992 -1.94862 5.25858